{
  "formula": "C2H5NO2S",
  "method": "ωB97M-V with the def2-TZVPD basis set",
  "e_above_lowest_kcal_mol": 120.90,
  "lumo_ha": 0.0041,
  "homo_ev": -9.0,
  "total_energy_ev": -18570.326,
  "homo_lumo_gap_ev": 9.2,
  "elements": ["C", "C", "N", "O", "O", "S", "H", "H", "H", "H", "H"],
  "coordinates": [[0.982, -0.423, -0.744], [-0.790, -0.169, 0.177], [1.712, 0.595, -0.014], [2.540, 0.289, 0.861], [1.378, 1.765, -0.308], [-1.132, 1.547, 0.166], [0.784, -0.283, -1.729], [1.432, -1.398, -0.315], [-1.268, -0.680, -0.634], [-0.764, -0.812, 1.010], [-0.459, 2.074, 1.209]]
}

{
  "formula": "C2H4N2O2S",
  "method": "ωB97M-V with the def2-TZVPD basis set",
  "e_above_lowest_kcal_mol": 91.57,
  "lumo_ha": 0.0247,
  "homo_ev": -8.8,
  "total_energy_ev": -20045.512,
  "smiles": "O/N=C1\\NOCS1",
  "homo_lumo_gap_ev": 9.5,
  "elements": ["C", "C", "H", "H", "H", "H", "N", "N", "O", "O", "S"],
  "coordinates": [[-0.453, -0.530, -0.098], [1.944, 0.061, 0.197], [-3.403, -0.549, -0.141], [-0.777, 1.486, -0.381], [2.897, 0.122, -0.328], [2.047, 0.147, 1.279], [-1.621, -1.051, -0.035], [-0.181, 0.874, 0.142], [-2.607, -0.051, -0.051], [1.126, 1.019, -0.431], [1.026, -1.529, -0.154]]
}

{
  "formula": "C2H6N3O3",
  "method": "ωB97M-V with the def2-TZVPD basis set",
  "e_above_lowest_kcal_mol": 0.00,
  "lumo_ha": -0.1989,
  "total_charge": 1,
  "homo_ev": -14.8,
  "total_energy_ev": -12772.528,
  "homo_lumo_gap_ev": 9.4,
  "elements": ["C", "C", "N", "N", "N", "O", "O", "O", "H", "H", "H", "H", "H", "H"],
  "coordinates": [[-0.272, 0.268, -0.674], [-0.856, -0.842, 1.433], [-0.637, 0.961, -1.726], [2.473, 0.080, 0.021], [-1.094, 0.107, 0.352], [2.404, 1.123, 0.473], [3.133, -0.818, -0.084], [0.958, -0.198, -0.785], [-0.871, -1.823, 0.890], [-1.658, -0.921, 2.138], [0.057, -0.659, 2.120], [-1.625, 1.301, -1.936], [0.066, 1.028, -2.559], [-2.078, 0.393, 0.338]]
}

{
  "formula": "C3H11N2S",
  "method": "ωB97M-V with the def2-TZVPD basis set",
  "e_above_lowest_kcal_mol": 29.64,
  "lumo_ha": -0.1613,
  "total_charge": 1,
  "homo_ev": -13.0,
  "total_energy_ev": -17097.728,
  "homo_lumo_gap_ev": 8.6,
  "elements": ["C", "C", "S", "H", "H", "H", "H", "H", "H", "N", "C", "N", "H", "H", "H", "H", "H"],
  "coordinates": [[0.198, -3.249, -1.300], [-0.394, -2.175, -0.382], [0.933, -0.918, 0.098], [0.330, -2.814, -2.295], [1.100, -3.621, -0.833], [-0.550, -4.043, -1.384], [-0.665, -2.706, 0.526], [-1.213, -1.597, -0.793], [1.740, -1.202, -0.973], [-0.545, 1.627, 1.000], [-0.381, 2.844, 0.516], [-0.002, 3.947, 1.149], [-0.730, 1.413, 1.970], [0.094, 0.958, 0.492], [-0.156, 2.846, -0.554], [0.629, 4.580, 0.694], [-0.387, 4.113, 2.068]]
}

{
  "formula": "C11H12NO2",
  "method": "ωB97M-V with the def2-TZVPD basis set",
  "e_above_lowest_kcal_mol": 25.22,
  "lumo_ha": 0.1298,
  "total_charge": -1,
  "homo_ev": -3.8,
  "total_energy_ev": -17188.277,
  "homo_lumo_gap_ev": 7.3,
  "elements": ["C", "C", "C", "C", "C", "C", "C", "C", "C", "N", "H", "H", "H", "H", "H", "H", "H", "H", "H", "C", "C", "O", "O", "H", "H", "H"],
  "coordinates": [[3.809, 0.701, -0.338], [0.388, -0.824, 0.184], [1.654, -0.465, 0.708], [2.366, 0.262, -0.323], [1.383, 0.394, -1.286], [-0.442, -1.589, 1.008], [-0.030, -2.000, 2.258], [1.186, -1.600, 2.857], [2.003, -0.910, 2.005], [0.192, -0.218, -1.046], [-1.403, -1.914, 0.582], [-0.726, -2.629, 2.795], [-1.023, 0.338, -1.585], [1.408, -2.076, 3.803], [1.617, 0.914, -2.203], [3.062, -0.692, 2.207], [4.196, 0.755, -1.364], [4.447, 0.072, 0.278], [3.845, 1.757, -0.088], [-2.884, 1.313, 0.103], [-2.939, 1.352, -1.491], [-2.015, 0.568, -1.967], [-3.744, 1.998, -2.110], [-2.246, 2.147, 0.425], [-2.382, 0.357, 0.275], [-3.855, 1.201, 0.576]]
}

{
  "formula": "CH4NO3P",
  "method": "ωB97M-V with the def2-TZVPD basis set",
  "e_above_lowest_kcal_mol": 12.27,
  "lumo_ha": 0.1827,
  "total_charge": -2,
  "homo_ev": 1.5,
  "total_energy_ev": -18022.787,
  "homo_lumo_gap_ev": 3.5,
  "elements": ["C", "N", "O", "O", "O", "P", "H", "H", "H", "H"],
  "coordinates": [[-0.422, 0.074, -0.359], [-0.859, -1.139, -0.345], [-1.200, 3.278, 1.623], [0.478, 4.181, 3.314], [1.217, 2.401, 1.681], [0.152, 3.282, 2.191], [-0.874, 1.032, -0.770], [1.265, -11.663, -7.482], [0.530, 0.326, -0.053], [-0.287, -1.774, 0.201]]
}

{
  "formula": "C27H32N3O8Si2V",
  "method": "ωB97M-V with the def2-TZVPD basis set",
  "e_above_lowest_kcal_mol": 3.69,
  "lumo_ha": [0.0968, 0.0968],
  "total_charge": -1,
  "homo_ev": [-3.3, -3.2],
  "total_energy_ev": -90818.829,
  "homo_lumo_gap_ev": [6.0, 5.9],
  "multiplicity": 2,
  "elements": ["V", "O", "C", "O", "C", "C", "C", "C", "C", "N", "C", "O", "O", "H", "H", "H", "H", "H", "C", "Si", "C", "C", "N", "C", "C", "C", "C", "C", "C", "N", "Si", "C", "C", "C", "H", "H", "H", "H", "H", "H", "H", "H", "H", "H", "H", "H", "H", "H", "H", "H", "H", "H", "H", "H", "H", "H", "O", "C", "O", "C", "C", "C", "C", "O", "C", "O", "C", "C", "H", "H", "H", "H", "H"],
  "coordinates": [[-0.106, -0.334, -0.067], [2.039, 3.466, 1.959], [1.088, 2.592, 1.531], [0.255, 2.907, 0.720], [1.162, 1.269, 2.215], [1.961, 1.079, 3.282], [2.021, -0.207, 3.924], [1.211, -1.197, 3.468], [0.329, -0.962, 2.391], [0.370, 0.267, 1.689], [-0.704, -1.843, 1.960], [-0.711, -3.132, 2.401], [-1.619, -1.477, 1.194], [1.879, 4.266, 1.437], [2.557, 1.906, 3.636], [2.669, -0.370, 4.774], [1.204, -2.152, 3.980], [0.147, -3.340, 2.785], [4.197, 0.304, 0.451], [3.048, -0.748, -0.602], [4.031, -1.201, -2.136], [2.700, -2.339, 0.345], [1.566, 0.121, -0.896], [1.425, 0.995, -1.971], [2.449, 1.535, -2.749], [2.162, 2.359, -3.832], [0.845, 2.652, -4.153], [-0.185, 2.151, -3.364], [0.087, 1.360, -2.252], [-0.861, 0.855, -1.350], [-2.458, 1.534, -1.242], [-3.247, 1.039, 0.372], [-2.419, 3.408, -1.263], [-3.571, 0.929, -2.626], [5.216, -0.097, 0.441], [3.858, 0.347, 1.489], [4.230, 1.330, 0.071], [4.511, -2.170, -1.972], [4.812, -0.470, -2.358], [3.373, -1.294, -3.001], [3.221, -2.351, 1.307], [3.040, -3.183, -0.257], [1.638, -2.503, 0.527], [3.480, 1.307, -2.511], [2.971, 2.762, -4.429], [0.615, 3.269, -5.013], [-1.213, 2.378, -3.623], [-2.673, 1.425, 1.218], [-3.321, -0.042, 0.493], [-4.255, 1.463, 0.413], [-1.617, 3.745, -0.603], [-3.369, 3.804, -0.892], [-2.238, 3.827, -2.253], [-3.402, -0.135, -2.816], [-3.391, 1.465, -3.562], [-4.623, 1.063, -2.358], [1.285, -2.591, -2.397], [0.108, -2.523, -2.094], [-0.383, -1.944, -1.039], [-0.949, -3.141, -2.975], [-0.558, -3.842, -4.105], [-1.496, -4.424, -4.963], [-2.817, -4.262, -4.629], [-3.921, -4.732, -5.297], [-5.052, -4.252, -4.567], [-4.582, -3.566, -3.414], [-3.208, -3.565, -3.505], [-2.305, -2.994, -2.649], [0.501, -3.916, -4.311], [-1.202, -4.970, -5.849], [-5.667, -5.101, -4.261], [-5.623, -3.565, -5.196], [-2.598, -2.458, -1.757]]
}

{
  "formula": "C3H2O2S",
  "method": "ωB97M-V with the def2-TZVPD basis set",
  "e_above_lowest_kcal_mol": 65.18,
  "lumo_ha": -0.0830,
  "homo_ev": -9.4,
  "total_energy_ev": -18070.051,
  "smiles": "O=CC(=O)C=S",
  "homo_lumo_gap_ev": 7.1,
  "elements": ["C", "C", "C", "H", "H", "O", "O", "S"],
  "coordinates": [[-1.066, -0.751, 0.009], [-0.053, 0.397, 0.108], [1.433, 0.271, 0.031], [-0.944, -1.740, 0.389], [1.890, 1.208, 0.352], [-0.441, 1.608, -0.283], [1.785, -0.861, -0.410], [-2.604, -0.132, -0.197]]
}